# 1
{
  "formula": "C4H8O2",
  "method": "ωB97M-V/def2-TZVPD",
  "homo_lumo_gap_ev": 9.53,
  "lumo_energy_ev": 0.7998,
  "smiles": "OC1=C[C@@H](O)C1.[H][H]",
  "total_charge": 0,
  "species": ["O", "C", "C", "C", "O", "C", "H", "H", "H", "H", "H", "H", "H", "H"],
  "coordinates": [[-1.109, -1.781, -0.885], [-0.355, -0.825, -0.332], [0.089, -0.619, 0.915], [0.755, 0.684, 0.517], [2.163, 0.729, 0.588], [0.277, 0.397, -0.931], [-1.432, -1.502, -1.752], [0.002, -1.180, 1.838], [0.323, 1.610, 0.937], [2.398, 0.809, 1.520], [1.115, 0.093, -1.556], [-0.334, 1.163, -1.433], [-2.254, 0.317, 0.038], [-1.724, 0.161, 0.576]],
  "forces_ev_per_a": [[-0.15, 0.09, 0.01], [0.87, -0.37, 0.15], [0.49, -0.50, -0.21], [-0.22, -0.01, -0.06], [0.25, 0.18, 0.25], [0.16, -0.10, -0.20], [0.17, 0.00, 0.14], [0.02, 0.13, -0.05], [0.01, -0.32, -0.05], [0.11, -0.02, -0.14], [0.12, 0.30, -0.16], [-0.02, -0.32, 0.20], [-0.33, 0.33, 0.68], [-1.50, 0.63, -0.57]]
}


# 2
{
  "formula": "C4H8O2",
  "method": "ωB97M-V/def2-TZVPD",
  "homo_lumo_gap_ev": 10.62,
  "lumo_energy_ev": 0.8292,
  "smiles": "CC=O.CC=O",
  "total_charge": 0,
  "species": ["C", "C", "O", "H", "H", "H", "H", "C", "C", "O", "H", "H", "H", "H"],
  "coordinates": [[-1.532, -0.591, -0.269], [-1.419, 0.884, -0.133], [-0.937, 1.604, -0.981], [-1.942, -0.957, 0.690], [-2.371, -0.620, -0.991], [-0.800, -1.260, -0.657], [-2.159, 1.336, 0.528], [1.704, 0.480, 0.603], [1.416, -0.762, -0.207], [1.221, -0.776, -1.398], [1.151, 0.562, 1.554], [2.713, 0.479, 1.030], [1.581, 1.375, -0.006], [1.376, -1.754, 0.236]],
  "forces_ev_per_a": [[-2.04, -0.39, 1.17], [-0.26, 0.79, -2.52], [0.52, -0.19, 0.81], [0.18, -0.21, -0.44], [0.10, -0.24, 0.29], [0.65, 0.19, -0.24], [0.08, 0.06, 0.99], [0.24, 0.08, 0.59], [0.30, 0.15, -0.74], [0.42, 0.65, 0.02], [-0.48, -0.22, -0.58], [0.27, -0.30, -0.53], [-0.10, -0.15, 0.05], [0.14, -0.22, 1.13]]
}


# 3
{
  "formula": "C4H8O2",
  "method": "ωB97M-V/def2-TZVPD",
  "homo_lumo_gap_ev": 10.71,
  "lumo_energy_ev": 0.9438,
  "smiles": "O[C@H]1CCOC1",
  "total_charge": 0,
  "species": ["O", "C", "C", "C", "O", "C", "H", "H", "H", "H", "H", "H", "H", "H"],
  "coordinates": [[0.817, -1.151, -1.339], [0.511, 0.152, -0.883], [-0.964, 0.282, -0.492], [-0.973, -0.272, 0.947], [0.390, -0.304, 1.382], [1.175, 0.438, 0.458], [0.662, -1.749, -0.595], [0.816, 0.839, -1.676], [-1.603, -0.277, -1.180], [-1.274, 1.333, -0.503], [-1.359, -1.294, 1.003], [-1.570, 0.353, 1.623], [1.160, 1.515, 0.690], [2.203, 0.071, 0.512]],
  "forces_ev_per_a": [[-0.01, -0.17, 0.09], [-0.01, 0.32, 0.04], [-0.06, 0.01, -0.02], [-0.24, 0.03, -0.04], [0.02, -0.02, 0.09], [0.18, 0.08, -0.14], [0.09, -0.02, -0.11], [-0.06, -0.06, 0.12], [0.08, 0.08, 0.13], [0.08, -0.15, -0.03], [0.01, 0.10, -0.01], [0.12, -0.07, -0.08], [-0.03, -0.16, -0.03], [-0.14, 0.05, -0.02]]
}


# 4
{
  "formula": "C4H8O2",
  "method": "ωB97M-V/def2-TZVPD",
  "homo_lumo_gap_ev": 10.62,
  "lumo_energy_ev": 0.9439,
  "smiles": "CCOCC=O",
  "total_charge": 0,
  "species": ["C", "C", "O", "C", "C", "O", "H", "H", "H", "H", "H", "H", "H", "H"],
  "coordinates": [[0.868, 1.296, -1.146], [-0.390, 0.483, -1.166], [0.263, -0.838, -0.461], [-0.145, -1.431, 0.758], [-0.530, -0.395, 1.794], [-1.606, -0.366, 2.340], [1.272, 0.404, -0.566], [0.863, 2.208, -0.541], [1.393, 1.427, -2.098], [-1.215, 0.861, -0.558], [-0.721, 0.120, -2.142], [0.689, -2.036, 1.181], [-0.984, -2.108, 0.594], [0.244, 0.375, 2.011]],
  "forces_ev_per_a": [[0.59, -0.61, 0.53], [0.19, -1.69, 0.97], [-1.13, 0.19, -0.64], [-0.61, 0.01, -0.17], [-0.36, 0.05, 0.07], [0.46, 0.02, -0.12], [1.79, 2.14, -0.54], [-0.19, -0.19, -0.25], [-0.33, 0.00, 0.22], [0.09, -0.24, -0.06], [0.00, -0.01, 0.35], [-0.20, 0.44, -0.51], [-0.18, -0.03, 0.18], [-0.11, -0.08, -0.04]]
}


# 5
{
  "formula": "C4H8O2",
  "method": "ωB97M-V/def2-TZVPD",
  "homo_lumo_gap_ev": 10.53,
  "lumo_energy_ev": 0.8895,
  "smiles": "CO[C@@H](C)C=O",
  "total_charge": 0,
  "species": ["C", "O", "C", "C", "C", "O", "H", "H", "H", "H", "H", "H", "H", "H"],
  "coordinates": [[-0.963, 1.741, -0.089], [-0.182, 0.764, -0.740], [-0.094, -0.466, -0.060], [0.751, -1.396, -0.926], [0.548, -0.328, 1.313], [0.601, -1.235, 2.108], [-1.291, 2.463, -0.842], [-1.847, 1.297, 0.390], [-0.384, 2.278, 0.676], [-1.098, -0.900, 0.091], [0.245, -1.564, -1.880], [1.717, -0.922, -1.129], [0.920, -2.354, -0.426], [0.999, 0.660, 1.542]],
  "forces_ev_per_a": [[-0.17, 0.20, 0.15], [0.10, 0.02, -0.07], [0.01, -0.24, 0.03], [0.02, -0.01, -0.02], [0.05, -0.32, 0.25], [-0.05, 0.39, -0.33], [0.06, -0.13, 0.11], [0.06, 0.05, -0.09], [-0.12, -0.07, -0.08], [0.14, 0.08, 0.00], [0.07, 0.01, 0.13], [-0.11, -0.09, 0.03], [-0.08, 0.18, -0.05], [0.03, -0.07, -0.05]]
}


# 6
{
  "formula": "C4H8O2",
  "method": "ωB97M-V/def2-TZVPD",
  "homo_lumo_gap_ev": 10.99,
  "lumo_energy_ev": 0.9611,
  "smiles": "COCCC=O",
  "total_charge": 0,
  "species": ["C", "O", "C", "C", "C", "O", "H", "H", "H", "H", "H", "H", "H", "H"],
  "coordinates": [[-0.502, -2.067, -0.767], [0.167, -0.966, -0.201], [-0.430, 0.269, -0.521], [0.352, 1.410, 0.175], [0.831, 1.201, 1.553], [1.823, 1.879, 1.795], [0.053, -2.964, -0.479], [-0.529, -2.004, -1.866], [-1.539, -2.157, -0.401], [-1.500, 0.236, -0.201], [-0.459, 0.424, -1.612], [-0.189, 2.354, 0.081], [1.460, 1.902, 0.154], [0.461, 0.483, 2.290]],
  "forces_ev_per_a": [[-0.08, -0.21, -0.11], [0.20, 0.07, 0.03], [0.38, 0.43, -0.09], [0.87, 0.66, -0.08], [0.63, 0.55, 0.84], [-0.21, -0.62, 1.75], [-0.11, 0.15, -0.05], [0.02, 0.03, 0.16], [0.19, 0.09, -0.02], [0.57, 0.32, 0.10], [0.13, -0.02, 0.11], [-0.50, -0.13, 0.38], [-1.81, -1.34, -3.07], [-0.29, 0.01, 0.05]]
}


# 7
{
  "formula": "C4H8O2",
  "method": "ωB97M-V/def2-TZVPD",
  "homo_lumo_gap_ev": 10.75,
  "lumo_energy_ev": 0.8095,
  "smiles": "CC[C@@H](O)C=O",
  "total_charge": 0,
  "species": ["C", "C", "C", "O", "C", "O", "H", "H", "H", "H", "H", "H", "H", "H"],
  "coordinates": [[0.321, -1.014, 1.449], [0.794, -0.271, 0.219], [-0.151, 0.008, -0.924], [-1.356, -0.659, -1.119], [-0.398, 1.566, -0.811], [-1.541, 1.928, -0.913], [1.140, -1.277, 2.145], [-0.284, -1.809, 1.021], [-0.325, -0.324, 2.001], [1.573, -0.967, -0.259], [1.456, 0.497, 0.655], [0.376, -0.016, -1.892], [-2.075, -0.010, -1.212], [0.443, 2.227, -0.302]],
  "forces_ev_per_a": [[-1.07, 0.71, -0.21], [3.36, -3.03, 0.09], [0.34, 3.67, -1.31], [0.12, -0.52, 0.80], [-0.54, -0.80, 1.89], [0.36, 0.88, -0.32], [-0.42, -0.28, -0.73], [0.00, -0.62, 0.94], [-0.25, -0.33, 0.17], [-0.79, 0.79, 0.71], [-0.69, 0.76, -1.09], [0.45, -0.48, 0.30], [0.33, 0.17, 0.20], [-1.20, -0.92, -1.43]]
}


# 8
{
  "formula": "C4H8O2",
  "method": "ωB97M-V/def2-TZVPD",
  "homo_lumo_gap_ev": [7.64, 7.64],
  "lumo_energy_ev": [0.0539, 0.0493],
  "total_charge": 0,
  "species": ["C", "C", "O", "C", "O", "C", "H", "H", "H", "H", "H", "H", "H", "H"],
  "coordinates": [[-1.274, -0.360, -1.662], [-0.185, -0.820, 0.385], [0.550, -1.721, 1.142], [0.206, 0.519, 0.220], [-0.371, 1.162, -0.704], [1.230, 1.205, 1.074], [-1.934, 0.446, -1.967], [-1.819, -1.272, -1.432], [-0.423, -0.509, -2.315], [-1.246, -0.928, 0.595], [1.377, -1.899, 0.681], [0.789, 2.125, 1.473], [2.101, 1.497, 0.478], [1.546, 0.557, 1.896]],
  "forces_ev_per_a": [[-0.12, -0.02, -0.29], [-0.16, 0.31, 0.08], [0.24, -0.08, -0.12], [-0.01, -0.08, -0.02], [0.01, -0.16, 0.14], [0.05, -0.01, 0.03], [0.10, -0.09, 0.09], [0.13, 0.12, 0.06], [-0.09, 0.03, 0.14], [0.08, 0.07, -0.11], [-0.11, -0.01, 0.11], [0.04, -0.13, -0.07], [-0.12, -0.05, 0.08], [-0.03, 0.11, -0.11]]
}


What did we get for relative energy (zero: lowest compared OMol25 entry of this formula, charge and spin)? Answer: 369.1; 219.7; 114.3; 325.8; 153.1; 309.9; 209.5; 489.6 kJ/mol, in the order shown.
What did we get for total energy? Answer: -8369.4567; -8371.0052; -8372.0973; -8369.9049; -8371.6950; -8370.0701; -8371.1105; -8368.2079 eV, in the order shown.